[1]
C7H17PS2 | ωB97M-V/def2-TZVPD

The geometry in XYZ format:
```
27
Properties=species:S:1:pos:R:3:lowdin_charge:R:1
C 0.62547 -2.14244 -0.35934 -0.620
C -0.73386 -0.78647 2.57079 -0.172
C 2.53701 0.96454 -0.43347 -0.157
C -0.81169 1.52081 -1.69777 -0.213
C -1.12890 -0.43071 1.15732 -0.404
C 1.43491 0.78418 0.68216 -0.309
C -0.28167 0.16578 -1.63889 -0.410
P 0.24001 -0.52254 -0.01521 0.777
S 2.18787 -2.70587 -0.52552 0.756
S -3.88572 0.18502 -1.02743 -0.107
H -0.82872 0.22838 3.13762 0.104
H -1.41559 -1.46392 3.10320 0.068
H 0.30012 -1.25705 2.73927 0.084
H 1.87998 1.34192 -1.24459 0.039
H 3.37896 1.64272 -0.09087 0.095
H 2.94992 -0.03648 -0.71217 0.036
H -1.65626 1.73505 -2.45763 0.105
H -1.11307 1.85930 -0.70513 0.045
H 0.07273 2.19563 -1.91479 0.083
H -1.58368 0.67326 1.01457 0.117
H -1.89591 -1.15018 0.75197 0.071
H 0.98521 1.79393 0.88131 0.099
H 2.01564 0.58981 1.66232 0.106
H 0.56554 -0.16306 -2.33278 0.108
H -1.07027 -0.57007 -2.09233 0.112
H 1.77192 -4.09679 -0.53728 -0.047
H -4.53993 -0.35476 0.08464 -0.366
```

## Properties
ΔE to the lowest compared entry with this formula, charge and spin (eV): 6.507
Total charge: 0
Kohn-Sham gap (spin up / spin down) (eV): 4.4 / 2.5



[2]
C7H18 | ωB97M-V/def2-TZVPD

The geometry in XYZ format:
```
25
Properties=species:S:1:pos:R:3:lowdin_charge:R:1
C -1.82938 -2.36131 -0.07059 -0.086
C -0.62343 -1.43341 -0.37184 -0.471
C 0.71985 -2.20464 0.06666 -0.080
C -0.52735 -1.07161 -1.83712 -0.100
H -2.02850 -2.36965 1.01948 0.083
H -1.77009 -3.34754 -0.49988 0.066
H -2.68492 -1.92164 -0.61536 0.069
H -0.53814 -0.58769 0.30007 0.077
H 0.65420 -3.18225 -0.37894 0.054
H 1.62651 -1.77911 -0.39860 0.075
H 0.74462 -2.26147 1.14943 0.067
H -1.55434 -0.85296 -2.27976 0.089
H -0.05640 -0.11247 -1.98057 0.052
H -0.05499 -1.93795 -2.39298 0.100
C 0.80286 2.14394 2.03781 -0.124
C 0.89742 1.79862 0.52625 -0.330
C 0.55457 2.99048 -0.37462 -0.110
H 0.77314 3.27372 2.06243 0.073
H 1.53186 1.60560 2.65797 0.073
H -0.26833 2.15566 2.28976 0.066
H 1.96619 1.49210 0.46302 0.106
H 0.31170 0.90743 0.38725 0.042
H -0.37617 3.45524 0.02232 0.081
H 1.35182 3.71494 -0.19352 0.074
H 0.40605 2.63952 -1.38153 0.055
```

## Properties
ΔE to the lowest compared entry with this formula, charge and spin (eV): 1.288
Total charge: 0
Kohn-Sham gap (eV): 11.7
SMILES string: CC(C)C.CCC



[3]
C7H18 | ωB97M-V/def2-TZVPD

The geometry in XYZ format:
```
25
Properties=species:S:1:pos:R:3:lowdin_charge:R:1
C 1.48804 0.72206 -1.10917 -0.287
C 1.13019 1.11791 -2.58276 -0.090
C 2.80964 1.11397 -0.56031 -0.093
H 0.63261 0.96929 -0.45965 0.067
H 1.53703 -0.49799 -1.31988 0.203
H 1.84391 0.95199 -3.40830 0.088
H 2.99886 2.17108 -0.89270 0.124
H 2.89787 1.00929 0.46369 0.044
H 3.62237 0.39908 -0.98404 0.129
H 0.14254 0.59663 -2.88637 0.104
H 0.92909 2.17505 -2.71591 0.080
C -1.23206 -0.68259 0.74441 -0.367
C -2.68558 -1.23153 0.52129 -0.012
C -1.30709 0.60273 1.63681 -0.044
C -0.44529 -1.79404 1.53450 -0.010
H -0.68706 -0.34257 -0.23932 0.144
H -3.25988 -0.83577 1.34255 0.078
H -2.75900 -2.39735 0.48344 0.135
H -1.39309 0.37165 2.65428 0.073
H -0.48725 1.30549 1.51578 0.079
H -2.33070 1.02681 1.34979 0.118
H -0.12790 -2.70983 1.06031 0.090
H 0.58527 -1.35153 1.78480 0.140
H -0.91704 -1.94683 2.48320 0.089
H -2.98545 -0.74301 -0.41644 0.120
```

## Properties
ΔE to the lowest compared entry with this formula, charge and spin (eV): 1.863
Total charge: +1
Kohn-Sham gap (spin up / spin down) (eV): 12.8 / 3.5
Multiplicity: 2



[4]
C7H18BClNO8P2S | ωB97M-V/def2-TZVPD

The geometry in XYZ format:
```
39
Properties=species:S:1:pos:R:3:lowdin_charge:R:1
C 2.79670 -0.84758 2.54140 -0.254
P 2.04184 -0.39391 0.95609 0.896
O 1.47748 -1.88036 0.42818 -0.312
C 0.41869 0.53771 1.32902 -0.660
P 0.88049 2.30495 0.71790 0.591
O -0.13531 2.49134 -0.54995 -0.374
Cl -0.07377 3.49367 2.10438 0.304
C -0.66833 -0.08847 0.44833 -0.168
N -1.14170 -1.21011 1.30573 0.100
C -1.39249 -0.55289 2.64064 -0.106
B -2.83485 0.16227 2.63040 -0.611
O -3.94399 -0.60822 2.36990 0.189
O -2.89341 1.46728 2.96886 0.204
C -0.16255 0.37864 2.76451 -0.161
H 3.47363 -1.67201 2.31120 0.053
H 3.40468 -0.00387 2.87298 0.054
H 2.12643 -1.15168 3.34454 0.036
H 1.57086 -1.80468 -0.53075 0.030
H -1.03912 2.72366 -0.30248 0.043
H -1.48174 0.61120 0.24967 0.129
H -0.36782 -0.48991 -0.51746 0.093
H -1.89653 -1.77940 0.92325 0.192
H -0.31481 -1.81511 1.39994 0.153
H -1.37810 -1.33465 3.40320 0.161
H -4.31146 -0.72598 1.49293 0.116
H -3.56766 2.00468 2.54609 0.130
H 0.55361 -0.03932 3.46631 0.090
H -0.49765 1.32074 3.19132 0.047
C 1.56836 0.80141 -4.26925 -0.132
C 0.31265 0.47569 -5.05644 -0.130
O 0.18044 -0.95515 -4.90308 -0.172
S 0.69769 -1.40259 -3.48433 0.571
O -0.38407 -1.51214 -2.55414 -0.253
O 1.60453 -2.47979 -3.62584 -0.195
O 1.47286 -0.06209 -3.11508 -0.211
H 2.47522 0.54999 -4.81849 0.139
H 1.60890 1.83132 -3.92800 0.139
H 0.39146 0.69943 -6.11542 0.142
H -0.57114 0.95589 -4.63605 0.135
```

## Properties
Total charge: +1
Kohn-Sham gap (eV): 9.0



[5]
C7H18BF3O7P | ωB97M-V/def2-TZVPD

The geometry in XYZ format:
```
37
Properties=species:S:1:pos:R:3:lowdin_charge:R:1
O 1.31959 -0.18569 -0.93794 -0.388
P 0.41829 -0.48034 0.36029 0.842
O 0.89501 -2.08721 0.93960 -0.246
O 0.97253 0.69222 1.57281 -0.214
C -1.46056 -0.38046 0.03480 -0.318
C -1.92754 -1.62917 -0.91928 -0.147
F -2.39827 -2.82905 -0.13091 -0.015
F -0.79399 -2.15096 -1.76954 -0.014
F -3.06349 -1.12734 -1.77977 0.014
C -2.52277 -0.39093 1.28347 -0.137
O -2.94810 0.98504 1.70459 -0.123
B -2.40926 1.80450 0.56706 -0.626
O -1.75909 0.95894 -0.49558 -0.093
H 0.38074 -2.25172 1.80548 0.096
H 1.97394 0.67110 1.59676 0.078
H -2.20628 -0.99896 2.25950 0.132
H -3.58110 -0.88765 1.05918 0.145
H -1.51853 2.37130 1.11507 0.058
H -3.11139 2.64607 0.13090 0.054
C 4.51022 -4.22082 1.24985 -0.097
C 3.74287 -3.69631 2.44576 -0.334
O 3.63236 -2.28272 2.36926 -0.102
H 5.51028 -3.77707 1.20962 0.074
H 4.60803 -5.30910 1.29598 0.069
H 4.00467 -3.95148 0.31674 0.077
H 4.26266 -3.94840 3.37477 0.109
H 2.73700 -4.12548 2.48571 0.102
H 3.16205 -2.06956 1.54513 0.058
C -1.44199 4.44629 -3.63250 -0.106
C -1.13612 4.56404 -2.15375 -0.320
O -2.01336 3.73196 -1.40917 -0.121
H -2.47888 4.73353 -3.83498 0.071
H -0.77700 5.08523 -4.22038 0.063
H -1.32650 3.41137 -3.97074 0.073
H -1.27401 5.59512 -1.81515 0.108
H -0.10480 4.26604 -1.94129 0.111
H -1.87721 2.81765 -1.71137 0.066
```

## Properties
Total charge: -1
Kohn-Sham gap (eV): 6.7



[6]
C7H18ClNSi | ωB97M-V/def2-TZVPD

The geometry in XYZ format:
```
28
Properties=species:S:1:pos:R:3:lowdin_charge:R:1
C 1.76371 -1.96409 -1.11758 -0.154
C 1.97808 -1.38164 1.34863 -0.193
C -2.09112 0.71025 1.57858 -0.150
C -0.50214 2.52723 0.61088 -0.164
C -0.97380 0.87301 -2.60141 -0.144
C 1.65826 -0.88207 -0.06735 -0.502
C -0.61743 1.09403 1.17714 -0.459
N -0.70165 -0.21810 -1.70610 -0.139
Si -0.04389 -0.13750 -0.19507 0.839
Cl -1.27851 -2.84640 1.52658 -0.358
H 1.01041 -2.72856 -0.76557 0.076
H 1.59041 -1.58573 -2.13706 0.059
H 2.78636 -2.55605 -1.21525 0.121
H 2.23770 -0.71819 2.26031 0.094
H 2.81799 -2.13917 1.54857 0.097
H 1.08977 -1.98398 1.71623 -0.021
H -2.27828 -0.36544 2.03333 0.051
H -2.56137 1.45790 2.27510 0.085
H -2.63471 0.78878 0.71163 0.017
H -0.99772 3.32669 1.29854 0.108
H -1.00849 2.75935 -0.42064 0.080
H 0.61958 2.58246 0.35781 0.086
H -2.05594 1.10857 -2.59630 0.096
H -0.46254 1.78497 -2.36139 0.059
H -0.68506 0.68554 -3.61469 0.070
H 2.46090 -0.17783 -0.05051 0.093
H 0.18381 1.03829 2.04701 0.139
H -1.30432 -1.05233 -1.64145 0.116
```

## Properties
ΔE to the lowest compared entry with this formula, charge and spin (eV): 3.298
Total charge: 0
Kohn-Sham gap (eV): 7.6



[7]
C7H18CoNO8P2Se2 | ωB97M-V/def2-TZVPD

The geometry in XYZ format:
```
39
Properties=species:S:1:pos:R:3:lowdin_charge:R:1
Co -0.36912 0.46457 -0.67660 -0.028
O 1.09045 1.68204 -0.26905 -0.169
C 1.28059 2.32878 1.00701 -0.172
C -0.04283 2.81274 1.58688 -0.573
C 0.34027 3.95242 2.55457 -0.227
O -0.70977 4.35944 3.40664 -0.039
C -0.74932 1.70980 2.38089 -0.504
Se -0.74664 -0.05236 1.53045 0.842
C -0.94194 3.38550 0.48193 -0.479
Se -1.95719 2.05294 -0.52826 0.842
H 1.83267 1.08262 -0.45327 0.107
H 1.94926 3.17533 0.83072 0.138
H 1.75246 1.62544 1.69596 0.133
H 0.73076 4.79872 1.97592 0.132
H 1.13787 3.60791 3.21757 0.135
H -1.37528 4.82396 2.89014 0.087
H -1.77919 1.99743 2.57777 0.066
H -0.24351 1.56988 3.33788 0.075
H -0.34269 3.98391 -0.20601 0.077
H -1.69539 4.03718 0.92783 0.059
N 0.02367 -4.15879 -2.29552 0.168
C -0.14433 -2.97829 -1.35882 -0.491
C -0.75139 -3.45831 -0.05063 -0.074
P 1.49896 -2.14940 -1.26315 0.346
O 2.08281 -2.46576 0.19833 -0.123
O 2.32934 -2.77795 -2.32258 -0.293
O 1.19756 -0.66176 -1.30638 -0.353
P -1.35235 -1.91539 -2.28714 0.335
O -0.49915 -1.45369 -3.56804 -0.120
O -2.38876 -2.86438 -2.74244 -0.272
O -1.66957 -0.73772 -1.39178 -0.403
H 0.82337 -3.93914 -2.91210 0.130
H -0.86756 -4.25171 -2.81277 0.138
H 0.23115 -5.01672 -1.78812 0.161
H -0.09105 -4.16947 0.45133 0.086
H -1.72600 -3.91569 -0.23024 0.094
H -0.89864 -2.61776 0.62425 0.019
H 2.84673 -3.05141 0.13329 0.085
H 0.19377 -0.81488 -3.34644 0.066
```

## Properties
ΔE to the lowest compared entry with this formula, charge and spin (eV): 0.003
Total charge: 0
Kohn-Sham gap (spin up / spin down) (eV): 7.9 / 6.7



[8]
C7H18F5FeI2O2P2Te | ωB97M-V/def2-TZVPD

The geometry in XYZ format:
```
38
Properties=species:S:1:pos:R:3:lowdin_charge:R:1
I 0.03747 -2.35732 -4.62747 0.512
I 0.01759 2.58263 -3.81920 0.272
Fe -0.00799 0.36309 -0.13627 0.434
P -2.24288 0.05851 -0.39305 0.834
C -3.02181 -0.11906 -2.03381 -0.195
C -2.78344 -1.44266 0.56378 -0.174
H -3.87838 -1.39384 0.72757 0.090
H -4.08607 1.38721 0.52613 0.087
H -2.26870 -1.45463 1.53232 0.021
H -2.52398 1.65103 1.41921 0.052
H -2.67227 -1.06004 -2.46821 0.051
H -2.48893 -2.31848 -0.01624 0.063
C -2.99866 1.50778 0.40511 -0.202
H -4.09650 -0.11159 -1.89725 0.081
H -2.74710 2.38626 -0.21279 0.071
H -2.68799 0.72883 -2.62746 0.034
P 2.22904 0.04259 -0.45267 0.855
C 2.98925 -0.14577 -2.13187 -0.187
C 2.99084 1.46917 0.39809 -0.195
H 2.23104 -1.42098 1.49341 0.007
H 3.86822 -1.35093 0.74817 0.094
H 2.52980 -2.33124 -0.02813 0.073
C 2.77250 -1.41973 0.55390 -0.181
H 2.50537 1.57395 1.37708 0.029
H 4.07231 1.31806 0.52666 0.089
H 4.08993 -0.14091 -2.01965 0.091
H 2.65317 0.70549 -2.72124 0.022
H 2.77087 2.35487 -0.21199 0.069
H 2.63441 -1.08733 -2.55464 0.038
C -0.02401 -0.88067 -1.61549 -0.176
O -0.11102 -0.64073 -2.76083 -0.343
F 0.05560 -1.53183 2.29820 -0.379
Te 0.02100 0.24605 3.19393 1.984
F 0.04197 1.94654 4.11237 -0.319
F -1.89847 0.20746 3.24200 -0.344
F 0.00829 -0.71759 4.89489 -0.311
F 1.93252 0.21668 3.16564 -0.345
O 0.08702 1.17914 1.54978 -0.603
```

## Properties
Total charge: +2
Kohn-Sham gap (spin up / spin down) (eV): 5.5 / 5.7
Multiplicity: 6